Formula: C2H2NO3S
Source: the Open Molecules 2025 dataset
Level of theory: ωB97M-V with the def2-TZVPD basis set

Geometry as XYZ:
```
9
Properties=species:S:1:pos:R:3:forces:R:3:nbo_charge:R:1
C 0.462894 -0.036801 -0.364794 -2.027 -0.045 2.400 -0.19
C 1.341692 1.235436 0.033218 1.071 -0.492 -1.413 0.70
N -1.770086 0.163272 -0.255564 1.992 -1.184 1.765 -0.86
O 2.534608 0.830692 -0.094993 -0.802 0.186 0.499 -0.73
O 0.863678 2.334517 0.280974 -0.264 -0.757 0.213 -0.68
O -0.406103 -2.355728 -0.130113 -0.289 -1.883 0.363 -0.97
S 0.843227 -1.607579 0.091767 -1.010 3.142 -1.435 1.06
H -1.923220 0.316887 0.846136 0.876 -0.611 -2.926 0.33
H -1.946693 -0.880694 -0.406635 0.453 1.644 0.534 0.35
```
Forces are in eV/Å.

Calculated values
- Relative energy (zero: lowest compared OMol25 entry of this formula, charge and spin): 4.350 eV
- LUMO (spin up / spin down): 2.7436 / 2.7463 eV
- HOMO energy (spin up / spin down): -4.7339 / -4.8499 eV
- Molecular weight: 120.1 g/mol
- Total charge: -1
- Orbital gap (spin up / spin down): 0.2748 / 0.2792 Eh

***

Formula: CHNOS2
Source: the Open Molecules 2025 dataset
Level of theory: ωB97M-V with the def2-TZVPD basis set

Geometry as XYZ:
```
6
Properties=species:S:1:pos:R:3:forces:R:3:nbo_charge:R:1
C -0.363120 0.100588 0.538315 -0.760 0.931 0.415 0.40
N 0.353662 -0.937367 0.529598 0.581 -0.663 -0.232 -0.61
O -0.524618 1.074432 -0.361391 -0.139 -0.425 0.650 -0.55
S 1.393272 -1.795588 -0.265933 -0.306 0.792 -0.505 0.45
S 0.110675 1.259588 -1.856242 0.661 -0.709 -0.257 0.13
H -0.969871 0.298348 1.415652 -0.037 0.074 -0.071 0.19
```
Forces are in eV/Å.

Calculated values
- Relative energy (zero: lowest compared OMol25 entry of this formula, charge and spin): 2.933 eV
- LUMO (spin up / spin down): -2.8588 / -2.8374 eV
- HOMO energy (spin up / spin down): -8.2480 / -8.2561 eV
- Molecular weight: 107.2 g/mol
- Orbital gap (spin up / spin down): 0.1980 / 0.1991 Eh

***

Formula: C4H7NO2
Source: the Open Molecules 2025 dataset
Level of theory: ωB97M-V with the def2-TZVPD basis set

Geometry as XYZ:
```
14
Properties=species:S:1:pos:R:3:forces:R:3:nbo_charge:R:1
N 1.840065 0.773913 1.204984 0.084 0.095 -0.018 -0.82
C 0.601958 0.259303 0.991561 -0.336 0.487 0.216 0.67
O -0.390190 0.897062 1.301266 0.417 0.312 0.668 -0.63
C 0.385917 -1.022728 0.238933 -0.738 0.438 -0.226 -0.53
C -0.925246 -0.671031 -0.613423 0.325 -0.766 -0.014 0.09
C -1.443966 0.563619 -1.273528 0.255 -0.064 0.203 -0.09
O -0.783320 -0.466309 -1.998461 0.060 -0.359 -0.578 -0.50
H 1.838570 1.756452 1.430552 0.205 -0.155 0.268 0.41
H 2.713860 0.300886 1.059953 -0.169 -0.064 -0.217 0.40
H 0.080460 -1.824033 0.927601 0.004 0.403 0.004 0.24
H 1.304190 -1.423011 -0.245717 -0.894 0.551 -0.403 0.23
H -1.732988 -1.326822 -0.285632 0.070 -0.214 -0.458 0.17
H -0.973299 1.547126 -1.212935 0.293 -0.470 0.065 0.19
H -2.516006 0.635568 -1.525148 0.425 -0.195 0.487 0.18
```
Forces are in eV/Å.

Calculated values
- Relative energy (zero: lowest compared OMol25 entry of this formula, charge and spin): 2.263 eV
- LUMO: 0.8774 eV
- HOMO energy: -9.6770 eV
- Molecular weight: 101.1 g/mol
- Orbital gap: 0.3879 Eh
- SMILES string: NC(=O)C[C@H]1CO1

***

Formula: C2H6N2O2
Source: the Open Molecules 2025 dataset
Level of theory: ωB97M-V with the def2-TZVPD basis set

Geometry as XYZ:
```
12
Properties=species:S:1:pos:R:3:forces:R:3:nbo_charge:R:1
N -2.663214 0.011118 0.393689 -0.846 0.138 -0.623 -0.85
C -2.045176 0.438426 -0.771308 0.564 -0.732 1.035 0.54
O -0.851507 0.369443 -0.941042 -0.209 0.771 -0.280 -0.59
H -3.352551 -0.701747 0.204800 -0.455 0.293 0.280 0.39
H -2.136559 -0.155318 1.225668 0.702 -0.308 0.017 0.39
H -2.776482 0.847903 -1.476940 0.150 -0.129 -0.418 0.12
N 1.707483 0.232442 0.404189 0.458 0.904 -0.847 -0.82
C 2.919259 -0.363313 0.242262 -0.422 -1.086 0.198 0.52
O 3.257377 -1.425630 0.715026 0.046 0.214 0.297 -0.60
H 0.926452 -0.227796 0.814692 -0.122 -0.699 0.296 0.39
H 1.428801 0.781147 -0.397494 -0.073 0.233 0.263 0.40
H 3.586115 0.193328 -0.413544 0.208 0.401 -0.218 0.10
```
Forces are in eV/Å.

Calculated values
- Relative energy (zero: lowest compared OMol25 entry of this formula, charge and spin): 0.736 eV
- LUMO: 0.7048 eV
- HOMO energy: -9.6661 eV
- Molecular weight: 90.1 g/mol
- Orbital gap: 0.3811 Eh
- SMILES string: NC=O.NC=O

***

Formula: C3H2ErO2
Source: the Open Molecules 2025 dataset
Level of theory: ωB97M-V with the def2-TZVPD basis set

Geometry as XYZ:
```
8
Properties=species:S:1:pos:R:3:forces:R:3:lowdin_spin:R:1
O -0.816683 0.139037 -1.008454 0.825 -0.150 1.351 0.35
C 1.212444 0.006399 -1.393737 -0.797 0.919 0.723 0.14
C 0.811046 -1.136343 -1.133126 -1.145 0.120 0.857 0.14
H 1.792029 0.916695 -1.360262 -0.150 0.207 -0.737 0.00
H 0.726401 -2.113339 -0.681467 -0.320 -0.305 -0.645 0.00
C -1.684784 0.673565 0.372749 1.887 -0.703 -0.139 0.28
O -1.536026 0.785666 1.524121 -0.314 -0.259 -2.578 0.07
Er -0.504428 0.728320 3.680176 0.015 0.170 1.168 2.01
```
Forces are in eV/Å.

Calculated values
- Relative energy (zero: lowest compared OMol25 entry of this formula, charge and spin): 4.221 eV
- LUMO (spin up / spin down): -15.1455 / -16.2836 eV
- HOMO energy (spin up / spin down): -23.9540 / -22.4979 eV
- Molecular weight: 237.3 g/mol
- Total charge: +3
- Orbital gap (spin up / spin down): 0.3237 / 0.2284 Eh
- 2S+1: 4

***

Formula: C5H10
Source: the Open Molecules 2025 dataset
Level of theory: ωB97M-V with the def2-TZVPD basis set

Geometry as XYZ:
```
15
Properties=species:S:1:pos:R:3:forces:R:3:nbo_charge:R:1
C 1.090035 0.676579 0.137958 0.047 0.049 -0.007 -0.40
C 0.613886 -0.481423 1.045193 0.017 0.013 0.019 -0.41
C -0.691326 -1.020982 0.399438 -0.040 -0.055 0.018 -0.41
C -0.869317 -0.245103 -0.918983 -0.026 0.013 -0.041 -0.40
C -0.144205 1.083521 -0.677884 -0.009 0.023 -0.017 -0.40
H 1.874948 0.324022 -0.541732 -0.111 0.018 0.066 0.20
H 1.513533 1.512363 0.704978 -0.057 -0.138 -0.066 0.21
H 1.383004 -1.256912 1.127889 -0.143 0.112 -0.006 0.21
H 0.416498 -0.124693 2.062856 0.038 -0.050 -0.182 0.20
H -1.543980 -0.830433 1.061605 0.128 -0.030 -0.102 0.20
H -0.658232 -2.101978 0.227382 0.002 0.163 0.069 0.21
H -1.924558 -0.110076 -1.179159 0.160 -0.036 -0.004 0.21
H -0.393588 -0.783743 -1.749660 -0.041 0.088 0.152 0.19
H -0.785135 1.757097 -0.092772 0.105 -0.109 -0.056 0.19
H 0.118436 1.601760 -1.607109 -0.067 -0.060 0.157 0.21
```
Forces are in eV/Å.

Calculated values
- Relative energy (zero: lowest compared OMol25 entry of this formula, charge and spin): 0.009 eV
- LUMO: 1.2535 eV
- HOMO energy: -11.0610 eV
- Molecular weight: 70.1 g/mol
- Orbital gap: 0.4526 Eh
- SMILES string: C1CCCC1

***

Formula: C13H33CeCl2N2OP2S
Source: the Open Molecules 2025 dataset
Level of theory: ωB97M-V with the def2-TZVPD basis set

Geometry as XYZ:
```
55
Properties=species:S:1:pos:R:3:forces:R:3:nbo_charge:R:1
C -2.182521 0.226651 -5.390685 -0.521 -0.072 -0.087 -0.74
C -1.512136 -0.096448 -4.084725 -2.076 0.286 0.639 0.55
H -3.264557 0.233650 -5.269521 0.034 0.053 0.094 0.27
H -1.919641 -0.526676 -6.156362 0.022 0.424 0.379 0.28
H -1.854192 1.221906 -5.745921 -0.014 -0.496 0.158 0.27
O -1.973340 -0.181247 -2.971017 0.900 0.115 -1.325 -0.52
Cl 0.170657 -0.330315 -4.391272 1.910 -0.235 0.389 -0.02
Ce 1.839576 -0.072450 -0.363448 0.654 0.685 0.100 1.40
P 0.838602 -2.710843 -1.180661 -0.468 -1.914 -0.180 0.84
C -0.610813 -3.406540 -0.332947 -0.322 0.512 0.478 -0.91
C 0.504119 -3.450233 -2.819373 0.168 0.686 -0.715 -0.90
H 0.656345 -4.540517 -2.741986 -0.083 0.491 0.096 0.28
H 2.099733 -4.757323 -1.152906 0.063 0.152 0.174 0.29
H 1.189633 -3.037411 -3.572018 -0.310 -0.283 0.041 0.27
H 3.159953 -3.374282 -0.784408 -0.022 -0.309 0.095 0.25
H -1.515479 -2.966600 -0.761754 0.035 -0.071 0.058 0.27
H -0.540166 -3.243300 -3.101773 0.448 0.006 -0.003 0.27
C 2.173856 -3.818328 -0.594685 0.415 0.546 0.281 -0.92
H -0.632366 -4.490667 -0.482265 0.118 0.147 -0.086 0.28
H 2.050607 -4.018784 0.474884 0.155 0.017 -0.141 0.26
H -0.594694 -3.185622 0.734945 -0.019 -0.128 -0.052 0.24
P 0.658152 2.471064 -1.283919 -0.954 1.906 0.264 0.82
C -0.785682 2.993380 -0.275971 -0.108 -0.551 0.391 -0.90
C 1.798061 3.858721 -0.939966 0.776 -0.340 0.196 -0.91
H 0.629752 2.686096 -3.696685 -0.200 0.175 -0.055 0.27
H -0.021983 4.140896 -2.891759 0.042 -0.437 0.182 0.28
H -1.028759 2.671847 -3.019479 0.294 -0.034 -0.010 0.26
C -0.004837 3.039979 -2.878417 0.045 -0.680 -0.948 -0.91
H 2.814379 3.573711 -1.234129 -0.060 0.318 0.117 0.26
H 1.484151 4.727026 -1.533389 0.062 -0.265 0.219 0.28
H -0.913590 4.080987 -0.379648 0.108 -0.331 -0.020 0.28
H -0.646092 2.730712 0.780022 -0.088 0.218 -0.198 0.23
H 1.781422 4.123359 0.123748 0.119 -0.109 -0.197 0.26
H -1.677650 2.480118 -0.658470 0.149 0.122 0.173 0.26
Cl 4.213441 0.796523 0.200020 -1.886 -0.719 -0.524 -0.28
C 2.050738 -0.558376 2.594763 -1.066 0.476 0.496 -0.38
N 0.795148 -0.305074 3.337815 -0.163 -0.272 -1.548 -0.39
C 0.672018 -0.921678 4.655233 0.054 -0.120 0.988 -0.42
C -0.351216 -0.029290 2.655698 -0.522 0.842 1.736 0.40
S -0.497731 -0.289312 0.953661 0.747 0.028 -0.882 -0.09
N -1.428274 0.460726 3.309633 1.367 0.009 -1.066 -0.34
C -1.263230 1.365471 4.463403 0.027 0.053 0.764 -0.43
C -2.695813 0.650086 2.592685 -0.399 -0.032 -0.079 -0.43
H 2.756235 -0.985966 3.310068 0.205 0.255 -0.408 0.30
H 2.457529 0.392561 2.185132 -0.011 -0.376 0.309 0.23
H 1.884854 -1.321962 1.800734 0.044 -0.137 0.239 0.17
H 0.461125 -0.177926 5.427217 0.116 -0.252 -0.076 0.24
H -0.107199 -1.690422 4.673271 0.042 0.179 -0.116 0.24
H 1.622087 -1.394847 4.888309 -0.069 0.015 0.145 0.24
H -1.793645 2.307844 4.260920 0.145 -0.384 -0.116 0.25
H -1.692469 0.937052 5.384024 0.170 0.050 -0.397 0.26
H -0.206419 1.589480 4.623446 -0.229 0.001 -0.059 0.22
H -2.599316 1.466753 1.862919 -0.051 -0.156 0.192 0.22
H -2.979700 -0.267859 2.072638 -0.081 0.170 0.169 0.24
H -3.468676 0.923712 3.324375 0.286 -0.235 -0.269 0.26
```
Forces are in eV/Å.

Calculated values
- Relative energy (zero: lowest compared OMol25 entry of this formula, charge and spin): 0.009 eV
- LUMO (spin up / spin down): -12.7990 / -12.8036 eV
- HOMO energy (spin up / spin down): -18.7431 / -18.7431 eV
- Molecular weight: 538.5 g/mol
- Total charge: +3
- Orbital gap (spin up / spin down): 0.2184 / 0.2183 Eh

***

Formula: C37H34N2O2
Source: the Open Molecules 2025 dataset
Level of theory: ωB97M-V with the def2-TZVPD basis set

Geometry as XYZ:
```
75
Properties=species:S:1:pos:R:3:forces:R:3:mulliken_charge:R:1
C 6.031875 0.398315 2.634428 0.180 -0.034 0.078 -1.42
C 4.594938 0.844703 2.738754 -0.551 0.044 -0.036 0.61
C 3.596387 0.208089 1.988690 -0.156 0.497 0.368 -0.90
C 2.258891 0.641376 2.028805 0.641 0.419 0.145 1.19
C 1.263971 0.021798 1.122519 -0.534 -0.447 -0.495 -0.77
C 1.906011 1.698128 2.883234 0.871 -0.339 -0.148 0.11
N 0.559979 2.156657 2.917104 -1.830 0.612 0.019 0.57
C -0.554738 1.344180 3.000478 1.055 1.308 -1.103 -0.86
N -1.625460 2.209935 2.909354 2.138 0.381 -0.042 0.38
C -2.969840 1.778131 2.872987 -0.933 -0.414 -0.001 0.09
C -3.313689 0.705325 3.713502 -0.950 0.496 0.051 1.20
C -2.246016 0.124821 4.567684 1.042 -0.701 0.299 -1.33
C -4.667214 0.333650 3.794483 0.250 0.217 -0.539 -1.01
C -5.642565 0.932310 2.978508 0.470 0.322 0.058 0.74
C -7.077284 0.468760 3.050086 -0.153 -0.054 0.015 -1.39
C -5.247682 1.961455 2.108027 0.054 -0.379 0.276 -1.12
C -3.913379 2.388327 2.030240 -0.061 -0.573 0.386 1.07
C -3.528478 3.416777 1.015378 -0.282 0.521 -0.451 -1.71
C -1.167941 3.535601 2.824458 -0.735 -0.293 -0.071 -0.85
C 0.163911 3.504661 2.785654 0.637 -0.441 0.077 -0.78
C 2.879761 2.319586 3.683266 0.103 -0.581 -0.204 1.13
C 2.482176 3.357272 4.679416 0.249 0.460 0.511 -1.63
C 4.213768 1.895586 3.589169 -0.079 -0.198 -0.274 -1.02
H 6.650934 0.899039 3.386472 -0.091 -0.102 -0.115 0.35
H 6.124856 -0.684847 2.785710 -0.049 0.209 -0.007 0.31
H 6.467427 0.620291 1.650036 -0.202 0.003 0.187 0.30
H 3.851600 -0.636510 1.340992 -0.058 0.288 0.146 0.44
H 0.239168 0.319542 1.397911 0.594 -0.376 -0.442 -0.04
H 1.458745 0.272583 0.064214 -0.003 -0.038 0.386 0.56
H 1.317258 -1.068154 1.206292 -0.060 0.453 -0.069 -0.28
H -2.455962 -0.906481 4.875257 -0.209 0.230 0.066 0.39
H -1.238678 0.160938 3.965925 -1.929 -0.504 1.450 0.00
H -2.133211 0.760737 5.466667 0.097 -0.336 -0.212 0.29
H -4.976450 -0.438441 4.504145 0.204 0.121 -0.249 0.41
H -7.701687 0.960727 2.295470 0.162 -0.072 0.138 0.34
H -7.146427 -0.614540 2.888615 0.034 0.206 -0.004 0.33
H -7.523750 0.668532 4.033672 0.148 0.017 -0.176 0.31
H -5.995241 2.440481 1.463120 0.319 -0.238 0.218 0.26
H -4.377713 3.593861 0.342646 0.205 -0.047 0.135 0.38
H -3.289560 4.382592 1.476781 -0.042 -0.186 -0.257 0.31
H -2.680671 3.105700 0.390341 -0.089 0.066 0.293 0.32
H -1.846306 4.367811 2.815568 0.138 0.025 -0.037 0.65
H 0.864692 4.307697 2.659015 -0.005 0.023 0.064 0.63
H 3.308622 3.534730 5.377368 -0.164 -0.007 -0.123 0.42
H 2.243195 4.318436 4.208109 0.044 -0.192 0.222 0.31
H 1.614619 3.034828 5.268790 0.098 0.118 -0.197 0.32
H 4.983629 2.381553 4.202803 -0.398 -0.162 -0.199 0.27
C 3.140206 -6.613354 -1.173848 -0.233 0.351 0.133 -0.43
C 3.227859 -6.413394 0.215421 -0.055 0.142 -0.334 -0.44
C 2.531546 -5.339858 0.769420 -0.392 -0.092 -0.492 -0.14
C 1.740190 -4.511334 -0.037046 0.188 -0.467 -0.224 0.07
C 1.615323 -4.722405 -1.406422 0.205 -0.173 0.068 -0.33
C 2.328060 -5.781229 -1.982424 0.159 0.044 0.489 -0.53
C 1.037026 -3.494915 0.784231 -0.818 0.918 -0.174 -0.34
O 0.215357 -2.673310 0.375992 1.095 -1.412 0.569 -0.66
C 1.503090 -3.702529 2.194292 -0.424 0.297 0.675 0.69
C 1.002476 -3.015364 3.262023 -0.005 -1.041 -1.092 0.01
C 1.398139 -3.386763 4.612151 0.797 -0.391 1.428 0.54
C 2.775056 -3.577185 4.885956 -0.568 0.537 0.156 -0.33
C 3.218020 -4.008006 6.127361 -0.383 0.015 0.239 -0.67
C 2.289260 -4.301582 7.138030 -0.081 -0.165 -0.641 -0.39
C 0.918096 -4.169049 6.872233 0.249 0.114 0.060 -0.57
C 0.472052 -3.693311 5.637222 0.470 0.276 -0.549 -0.45
C 2.388619 -4.945169 2.206241 0.418 -0.262 0.751 0.41
O 2.867669 -5.560656 3.152499 -0.657 0.685 -1.460 -0.63
H 3.707963 -7.421493 -1.641810 -0.247 0.237 0.181 0.38
H 3.816835 -7.065212 0.862301 -0.126 0.157 -0.259 0.47
H 0.966686 -4.057061 -1.972792 0.159 -0.217 -0.039 0.49
H 2.256774 -5.959847 -3.059214 0.070 0.011 0.424 0.38
H 0.217105 -2.272031 3.084689 0.238 -0.141 0.040 0.60
H 3.496258 -3.330368 4.112693 -0.106 -0.053 0.136 0.44
H 4.287866 -4.131493 6.295888 -0.296 0.029 0.030 0.36
H 2.640615 -4.698187 8.092347 -0.195 0.227 -0.222 0.37
H 0.194591 -4.431653 7.645063 0.166 0.098 -0.234 0.37
H -0.590461 -3.581163 5.419866 0.198 -0.046 0.201 0.41
```
Forces are in eV/Å.

Calculated values
- Relative energy (zero: lowest compared OMol25 entry of this formula, charge and spin): 0.000 eV
- LUMO: -0.7973 eV
- HOMO energy: -7.7123 eV
- Molecular weight: 538.7 g/mol
- Orbital gap: 0.2541 Eh

***

The lowest relative energy (zero: lowest compared OMol25 entry of this formula, charge and spin) belongs to which entry? C37H34N2O2